[1]
Molecular formula: C2H5ClO
Method: DFT, wB97M-V/def2-TZVPD

```
9
Properties=species:S:1:pos:R:3
C -0.436 -0.004 0.827
C -1.014 0.139 -0.318
O -0.885 -0.684 -1.345
H -0.730 0.613 1.757
H 0.275 -0.765 0.866
H -1.779 0.938 -0.512
H -0.223 -1.352 -1.050
Cl 2.283 -0.027 -0.175
H 2.510 1.141 -0.051
```

The HOMO energy is -8.92 eV. For the energy relative to the best compared isomer or geometry (same formula, charge and spin), the calculation gives 0.8639 eV. The gap between HOMO and LUMO is 0.3598 Eh. The value obtained for the largest force on an atom is 0.0762 Eh/bohr.

[2]
Molecular formula: C8H13NO2Se
Method: DFT, wB97M-V/def2-TZVPD

```
25
Properties=species:S:1:pos:R:3
C 2.032 -0.204 -1.760
O 2.534 0.213 -0.501
C 1.642 0.123 0.540
C 2.365 0.851 1.679
O 1.468 -1.297 0.894
C 0.256 -1.645 1.383
Se -1.080 -2.337 -0.007
C -2.159 -0.775 -0.241
C -2.749 0.112 0.619
C -3.197 1.238 -0.122
C -2.642 1.187 -1.384
N -1.878 0.125 -1.596
H 2.199 -1.230 -1.909
H 2.702 0.239 -2.534
H 0.875 0.124 -2.081
H 0.635 0.391 0.224
H 2.714 1.790 1.441
H 1.824 0.604 2.624
H 3.348 0.267 1.813
H -0.183 -0.822 1.870
H 0.396 -2.537 2.032
H -2.928 -0.034 1.573
H -3.776 2.055 0.269
H -2.638 1.760 -2.256
H -1.761 -0.198 -2.568
```

The HOMO energy is -7.93 eV. The gap between HOMO and LUMO is 0.3157 Eh. The value obtained for the largest force on an atom is 0.1123 Eh/bohr.

[3]
Molecular formula: C27H48F7O15S7
Method: DFT, wB97M-V/def2-TZVPD

```
104
Properties=species:S:1:pos:R:3
O 7.927 0.473 -1.244
S 7.543 1.415 -2.301
O 7.374 0.719 -3.580
O 8.517 2.566 -2.326
C 5.909 2.130 -1.715
F 5.529 1.607 -0.510
F 6.108 3.475 -1.497
C 4.725 1.995 -2.738
F 5.065 2.323 -4.009
F 3.765 2.914 -2.365
C 4.085 0.556 -2.682
F 4.949 -0.442 -2.351
F 3.468 0.315 -3.904
F 3.099 0.552 -1.751
C 2.193 4.648 1.605
C 1.202 3.890 2.493
C 0.484 2.866 1.610
S 1.628 2.456 0.290
O 1.070 2.919 -0.960
O 2.093 1.103 0.469
C 2.919 3.583 0.789
H 2.890 5.245 2.194
H 1.651 5.321 0.943
H 1.748 3.373 3.288
H 0.491 4.564 2.970
H 0.232 1.962 2.163
H -0.415 3.287 1.159
H 3.422 3.982 -0.090
H 3.626 3.027 1.406
C -3.006 -0.533 -1.166
C -1.486 -0.561 -1.361
C -0.849 -0.005 -0.085
S -1.997 -0.363 1.242
O -2.507 0.885 1.762
O -1.429 -1.379 2.106
C -3.256 -1.111 0.220
H -3.524 -1.105 -1.937
H -3.366 0.499 -1.212
H -1.159 -1.592 -1.517
H -1.180 0.015 -2.235
H 0.107 -0.478 0.127
H -0.723 1.076 -0.140
H -4.241 -0.874 0.613
H -3.096 -2.189 0.231
C -6.926 -5.279 2.151
C -6.312 -4.556 3.356
C -5.547 -3.342 2.822
S -6.361 -2.868 1.299
O -5.444 -3.082 0.204
O -7.044 -1.612 1.495
C -7.564 -4.189 1.295
H -7.658 -6.027 2.458
H -6.141 -5.785 1.588
H -7.110 -4.224 4.025
H -5.656 -5.212 3.929
H -5.578 -2.508 3.522
H -4.514 -3.592 2.589
H -7.764 -4.505 0.273
H -8.477 -3.808 1.756
C -0.875 9.840 0.586
C -0.300 10.375 1.902
C 0.273 9.180 2.672
S 0.754 7.973 1.437
O -0.084 6.808 1.584
O 2.191 7.884 1.392
C 0.186 8.902 0.021
H -1.109 10.645 -0.111
H -1.796 9.286 0.784
H 0.499 11.090 1.686
H -1.055 10.897 2.490
H 1.145 9.459 3.260
H -0.478 8.722 3.316
H -0.200 8.222 -0.737
H 1.036 9.460 -0.373
C 4.195 -3.385 -3.954
C 4.288 -3.576 -5.468
C 3.070 -4.405 -5.897
S 1.779 -4.048 -4.698
O 1.487 -5.254 -3.958
O 0.741 -3.272 -5.333
C 2.769 -2.977 -3.668
H 4.898 -2.633 -3.600
H 4.421 -4.330 -3.451
H 4.261 -2.601 -5.961
H 5.221 -4.062 -5.758
H 2.724 -4.128 -6.891
H 3.277 -5.474 -5.861
H 2.483 -3.103 -2.625
H 2.593 -1.949 -3.985
C -0.653 -6.457 1.463
C -0.378 -5.150 2.216
C -1.731 -4.572 2.641
S -2.837 -5.971 2.824
O -3.871 -5.875 1.821
O -3.141 -6.159 4.224
C -1.666 -7.219 2.312
H 0.258 -7.037 1.312
H -1.079 -6.235 0.481
H 0.227 -5.361 3.101
H 0.176 -4.440 1.602
H -1.663 -4.041 3.589
H -2.143 -3.914 1.877
H -2.181 -8.007 1.764
H -1.201 -7.627 3.210
```

The HOMO energy is -5.70 eV. The gap between HOMO and LUMO is 0.2701 Eh. As for the net charge: -1. The value obtained for the largest force on an atom is 0.1004 Eh/bohr.

[4]
Molecular formula: C4H4NO3S
Method: DFT, wB97M-V/def2-TZVPD

```
13
Properties=species:S:1:pos:R:3
C -0.465 -1.117 1.568
C -0.870 -0.155 0.709
C 0.977 -0.106 -0.202
C 1.605 0.667 -1.279
N 0.745 -1.726 1.416
O -2.115 0.749 -1.223
O -3.349 0.582 0.833
O 1.527 -1.053 0.533
S -2.103 1.111 0.209
H -1.152 -1.574 2.247
H 1.852 1.614 -0.861
H 2.549 0.301 -1.895
H 0.799 0.708 -2.054
```

The HOMO energy (spin up / spin down) is -2.30 / -4.10 eV. For the energy relative to the best compared isomer or geometry (same formula, charge and spin), the calculation gives 0.9461 eV. The gap between HOMO and LUMO (spin up / spin down) is 0.2238 / 0.2381 Eh. As for the net charge: -1. As for the spin multiplicity: 3. The value obtained for the largest force on an atom is 0.0942 Eh/bohr.

[5]
Molecular formula: CH4IOP
Method: DFT, wB97M-V/def2-TZVPD

```
8
Properties=species:S:1:pos:R:3
C -0.043 -0.013 -0.675
O -0.601 1.142 -0.571
P -0.452 2.563 0.202
I 1.824 -0.398 0.126
H -0.211 -0.362 -1.680
H -0.402 -2.283 0.570
H -0.719 -3.021 1.013
H 0.605 2.373 1.015
```

The HOMO energy (spin up / spin down) is -8.09 / -8.31 eV. For the energy relative to the best compared isomer or geometry (same formula, charge and spin), the calculation gives 4.3570 eV. The gap between HOMO and LUMO (spin up / spin down) is 0.2642 / 0.2927 Eh. The value obtained for the largest force on an atom is 0.0758 Eh/bohr.

[6]
Molecular formula: C22H38BrFO6P
Method: DFT, wB97M-V/def2-TZVPD

```
69
Properties=species:S:1:pos:R:3
F 3.210 1.585 0.630
P 4.009 1.391 -0.944
C 3.651 3.151 -1.581
C 2.581 3.249 -2.773
C 3.026 2.555 -4.148
Br 3.758 3.925 -5.396
O 4.640 -0.214 -0.552
C 4.036 -1.110 -1.532
C 2.482 -0.686 -1.707
C 1.868 -0.733 -3.198
C 0.611 -1.737 -3.304
C -0.624 -0.981 -4.007
C -1.641 -0.293 -2.986
C -2.725 0.655 -3.620
C -3.747 1.300 -2.641
C -3.737 1.051 -1.117
C -2.630 0.145 -0.533
C -1.578 -0.530 -1.445
O 2.468 0.743 -1.427
H 4.707 1.169 -2.187
H 5.178 1.869 -0.250
H 3.204 3.749 -0.694
H 4.618 3.657 -1.919
H 1.516 2.912 -2.475
H 2.465 4.378 -3.010
H 2.130 2.071 -4.690
H 3.813 1.740 -4.046
H 4.528 -1.189 -2.561
H 4.050 -2.196 -1.167
H 1.818 -1.179 -0.916
H 1.488 0.321 -3.440
H 2.632 -1.017 -4.007
H 0.900 -2.597 -4.025
H 0.353 -2.234 -2.311
H -0.275 -0.248 -4.823
H -1.224 -1.798 -4.565
H -2.774 0.860 -4.749
H -4.566 1.974 -3.082
H -4.503 1.496 -0.382
H -2.582 -0.070 0.596
H -0.792 -1.183 -0.939
O -4.725 1.594 1.895
C -4.911 0.702 2.690
O -4.503 -0.548 2.406
C -4.518 -1.640 3.337
C -5.886 -2.291 3.388
C -5.668 0.952 3.965
H -4.165 -1.320 4.320
H -3.789 -2.365 2.969
H -6.653 -1.593 3.731
H -5.877 -3.152 4.059
H -6.186 -2.623 2.390
H -6.738 0.939 3.752
H -5.386 1.935 4.346
H -5.447 0.241 4.759
O -0.653 -1.714 4.235
C 0.461 -1.540 3.789
O 1.525 -2.099 4.395
C 2.856 -2.097 3.856
C 3.573 -0.803 4.182
C 0.689 -0.640 2.609
H 2.845 -2.314 2.785
H 3.381 -2.928 4.334
H 3.070 0.059 3.741
H 4.601 -0.829 3.813
H 3.589 -0.639 5.263
H 0.702 0.397 2.949
H -0.133 -0.780 1.904
H 1.603 -0.853 2.057
```

The HOMO energy is -5.11 eV. The gap between HOMO and LUMO is 0.2694 Eh. As for the net charge: -1. The value obtained for the largest force on an atom is 0.0942 Eh/bohr.